ORCA calculation (ωB97M-V/def2-TZVPD) on one molecule with the formula C5H6O at a distorted geometry.

Computed properties:
E_LUMO, Ha: 0.02599
Structure (SMILES): C#C[C@]1(C)CO1

```
! wB97M-V def2-TZVPD RIJCOSX def2/J DEFGRID3
* xyz 0 1
C -1.27 0.28 -0.80
H -0.05 1.94 0.98
H -2.81 -1.14 0.07
C -2.17 -0.45 -0.42
H 1.41 0.97 1.22
C 0.71 1.34 0.47
H 0.39 -1.74 -1.24
C 0.76 -1.11 -0.43
C 0.05 0.14 -0.16
H 1.23 1.96 -0.25
H 1.81 -1.19 -0.18
O -0.04 -1.02 0.73
*
```



ORCA calculation (ωB97M-V/def2-TZVPD) on one molecule with the formula C2H3NO2 at a distorted geometry.

Computed properties:
E_LUMO, Ha: -0.00047
Structure (SMILES): O=CCN=O

```
! wB97M-V def2-TZVPD RIJCOSX def2/J DEFGRID3
* xyz 0 1
H -0.50 -0.62 1.16
N 0.88 -0.97 -0.40
H -1.20 1.50 -0.27
O 1.80 -0.58 0.32
O 0.88 1.39 -0.09
H -1.24 -1.05 -0.65
C -0.18 0.92 -0.13
C -0.44 -0.60 0.06
*
```